# C3H6CrO3

A structure of composition C3H6CrO3 at a distorted geometry (ωB97M-V with the def2-TZVPD basis set, the Open Molecules 2025 dataset).

Positions of all 13 atoms, in Å:
H1 -1.22354 0.01177 -0.48532
O1 -1.82336 0.48052 1.21140
C1 -1.07530 -0.48119 1.32867
O2 -1.33196 -1.66898 1.53214
Cr1 -2.55333 -2.84033 2.32691
O3 -0.29779 -0.39058 0.03571
C2 0.70027 0.68018 -0.07834
C3 1.38257 0.52074 -1.41059
H2 1.36402 0.56092 0.78178
H3 0.17234 1.63872 -0.00993
H4 1.81911 -0.47989 -1.51826
H5 2.18793 1.26335 -1.48029
H6 0.67904 0.70478 -2.23387

The charge is +1. Its spin multiplicity is 6. As for the expectation value of S²: 8.754. As for the HOMO energy (spin up / spin down): -12.4 / -15.2 eV. The calculation puts the HOMO-LUMO gap (spin up / spin down) at 7.7 / 10.6 eV. Its total energy is -37761.6587 eV. The LUMO energy (spin up / spin down) is -4.707 / -4.669 eV.

---

# C3H6CrO3

A structure of composition C3H6CrO3 at a distorted geometry (ωB97M-V with the def2-TZVPD basis set, the Open Molecules 2025 dataset).

Positions of all 13 atoms, in Å:
H1 0.68395 0.13349 1.18683
O1 -1.76505 1.60938 0.50299
C1 -0.64853 1.42434 0.89431
O2 -0.32055 1.14912 2.10311
Cr1 -1.49315 1.60291 3.46205
O3 0.27927 0.55927 0.20662
C2 -0.16885 -0.39095 -0.82944
C3 1.03007 -1.17131 -1.28868
H2 -0.61056 0.24306 -1.60238
H3 -0.93774 -1.02182 -0.37133
H4 1.84774 -0.50669 -1.59190
H5 0.72219 -1.76572 -2.15845
H6 1.38120 -1.86508 -0.51374

The charge is +2. Its spin multiplicity is 5. As for the expectation value of S²: 6.018. As for the HOMO energy (spin up / spin down): -19.9 / -19.9 eV. The calculation puts the HOMO-LUMO gap (spin up / spin down) at 7.5 / 8.6 eV. Its total energy is -37749.9565 eV. The LUMO energy (spin up / spin down) is -12.420 / -11.323 eV.

---

Respective energy above the lowest of the compared OMol25 structures with the same formula, charge and spin values: 0.863; 1.079 eV.